# 1
The following is a quantum chemistry calculation of C25H22BrIrN4O6S as an isolated structure, from the Open Molecules 2025 dataset.

Calculated values
Kohn-Sham gap (eV): 7.56
Largest force on an atom (eV Å⁻¹): 0.71
Energy above the lowest of the compared OMol25 structures with the same formula, charge and spin (kJ/mol): 55.9
DFT total energy (Ha): -4712.8455
Lowest unoccupied orbital energy (eV): -1.0
HOMO level (eV): -8.57

The geometry in ORCA input format:
```
! RIJCOSX wB97M-V def2-TZVPD def2/J DEFGRID3
* xyz 0 1
Ir 0.62191 0.04781 -0.46567
Br -1.74498 -6.65493 0.62434
C -2.42984 -5.19109 -0.35797
C -3.61697 -5.33384 -1.06195
N -4.15114 -4.34438 -1.76829
C -3.51260 -3.17836 -1.78984
C -2.31815 -2.95129 -1.11732
C -1.75905 -3.98455 -0.37890
C -1.67833 -1.59132 -1.20516
O -2.25981 -0.65083 -1.71045
O -0.52770 -1.56036 -0.59352
H -4.14918 -6.27773 -1.05068
H -3.95706 -2.37684 -2.36590
H -0.83284 -3.83837 0.15822
N -3.32983 5.64677 -2.19999
C -3.55835 4.71980 -1.23849
O -4.53126 4.75367 -0.51549
C -2.53046 3.62280 -1.09172
C -2.84313 2.57133 -0.24528
C -1.94792 1.53654 -0.07719
N -0.76170 1.52406 -0.70049
C -0.44703 2.54298 -1.51256
C -1.30125 3.60192 -1.73637
H -4.01952 6.36814 -2.32128
H -2.57357 5.58660 -2.85382
H -3.79226 2.56667 0.27013
H -2.15514 0.69809 0.56660
H 0.52009 2.48870 -1.99160
H -0.96717 4.38878 -2.39687
C -1.65363 0.99176 4.23721
C -0.75416 -0.21384 3.93308
C -1.54604 -1.51093 4.14459
C 0.46158 -0.19602 4.86766
C -0.30139 -0.14032 2.53316
C 0.08082 -0.09213 1.39028
H -1.99648 0.95285 5.27337
H -2.52964 0.99496 3.58627
H -1.11144 1.92593 4.08580
H -1.88830 -1.57736 5.17971
H -0.92476 -2.38025 3.92721
H -2.41734 -1.54317 3.48907
H 0.13440 -0.25218 5.90825
H 1.03814 0.71982 4.73349
H 1.11576 -1.04400 4.66299
O 2.29656 -1.21760 -0.42458
C 3.01798 -0.41235 -1.06746
N 2.46545 0.76612 -1.40235
S 3.52077 1.72933 -2.24559
O 3.05044 1.88931 -3.58785
O 3.84399 2.89118 -1.47869
C 4.84086 0.53496 -2.18133
C 6.11478 0.63445 -2.69502
C 6.96166 -0.45292 -2.50560
C 6.53648 -1.59125 -1.82598
C 5.24908 -1.67715 -1.31338
C 4.40991 -0.59428 -1.50267
H 6.44335 1.51994 -3.22148
H 7.97085 -0.41276 -2.89315
H 7.22072 -2.41868 -1.69631
H 4.90388 -2.55421 -0.78321
*
```



# 2
The following is a quantum chemistry calculation of C25H22BrMoN3O3S as an isolated structure, from the Open Molecules 2025 dataset.

Calculated values
Kohn-Sham gap (alpha / beta) (eV): 5.85 / 5.89
Largest force on an atom (eV Å⁻¹): 0.49
Energy above the lowest of the compared OMol25 structures with the same formula, charge and spin (kJ/mol): 0.0
DFT total energy (Ha): -4395.7305
Lowest unoccupied orbital energy (alpha / beta) (eV): -8.0 / -8.0
HOMO level (alpha / beta) (eV): -13.87 / -13.88

The geometry in ORCA input format:
```
! RIJCOSX wB97M-V def2-TZVPD def2/J DEFGRID3
* xyz 2 1
Mo -0.41752 0.00259 -0.15089
Br -4.11755 4.79532 -4.17597
C -3.23318 3.90937 -2.78205
C -1.85080 3.75476 -2.83846
C -1.19425 3.08438 -1.82359
C -1.93563 2.60077 -0.75421
C -3.31541 2.74170 -0.68946
C -3.96660 3.40489 -1.71614
N -1.26205 1.87911 0.29377
C -1.42838 2.20087 1.52681
C -0.94785 1.29494 2.56512
C -0.97583 1.60850 3.90465
C -0.50541 0.65637 4.81399
C -0.04203 -0.54969 4.33738
C -0.05388 -0.79087 2.96310
N -0.49761 0.10596 2.09197
H -1.29740 4.15451 -3.67622
H -0.12157 2.94506 -1.86450
H -3.88283 2.31297 0.12723
H -5.04100 3.51934 -1.69456
H -1.94785 3.11949 1.78919
H -1.35161 2.56491 4.24111
H -0.51152 0.87103 5.87395
H 0.32752 -1.31661 5.00301
H 0.31076 -1.72704 2.56203
C 4.53022 0.72390 2.08881
C 3.66499 1.57847 1.41936
C 2.59496 1.05917 0.70656
C 2.39524 -0.31857 0.69476
C 3.25800 -1.18650 1.35906
C 4.33200 -0.65246 2.05166
N 1.23659 -0.81327 0.05153
C 1.16506 -2.09991 -0.58083
C 2.03450 -2.37254 -1.64093
C 1.93758 -3.59466 -2.27460
C 0.97553 -4.52479 -1.87132
C 0.11155 -4.23919 -0.83000
C 0.20783 -3.01832 -0.16351
H 5.37643 1.13001 2.62567
H 3.84289 2.64506 1.42512
H 1.96065 1.71500 0.11428
H 3.09197 -2.25571 1.32525
H 5.02135 -1.31065 2.56241
H 2.76692 -1.63595 -1.94378
H 2.61098 -3.83433 -3.08635
H 0.91725 -5.48239 -2.37121
H -0.61799 -4.96979 -0.50806
H -0.42933 -2.81067 0.68799
C -1.67338 -2.19092 -3.16196
S -1.79400 -0.59266 -2.42900
O -0.42645 0.02205 -2.28101
O -2.77110 0.18882 -3.08409
O -2.07783 -0.82039 -0.91085
H -0.62577 -2.47569 -3.23110
H -2.13709 -2.11978 -4.14292
H -2.22003 -2.88600 -2.52818
*
```